The following is a quantum chemistry calculation of C28H52BrGeNbO5Si as an isolated structure at a distorted geometry, from the Open Molecules 2025 dataset.

The molar mass is 742.22 g/mol. Its total energy is -176076.8573 eV. The gap between HOMO and LUMO (spin up / spin down) is 0.188 / 0.177 Eh. Its LUMO energy (spin up / spin down) is -10.22 / -10.52 eV. The multiplicity is 2. The net charge is +3.

Last column: Mulliken spin population.
Geometry (Å):
Nb -0.240 0.715 3.421  0.4355
Br -5.192 -4.697 -1.440  0.0006
Ge 1.952 2.413 3.995  0.4536
Si 0.759 -0.600 -5.080  0.0000
O -2.291 0.209 2.489  0.0374
O -1.115 1.493 4.901  0.0223
O -0.495 -0.587 1.542  0.0050
O 1.161 1.887 2.295  0.0204
O 0.488 -0.524 4.586  -0.0913
C 2.404 1.432 -5.645  0.0000
C -4.045 -3.519 -0.524  0.0018
C 2.512 -1.210 5.613  0.0238
C 1.690 -2.219 3.395  0.0185
C -1.067 -0.586 -4.383  0.0000
C -1.059 3.475 6.246  0.0202
C 1.062 -2.330 -5.849  0.0000
C 2.381 -2.263 -6.680  0.0000
C -0.089 2.182 -5.551  0.0000
C -1.924 -2.395 -0.038  -0.0001
C -1.782 -0.562 1.613  0.0149
C -1.561 1.181 7.305  -0.0037
C -4.654 -2.655 0.390  -0.0005
C 0.127 3.765 0.966  0.0061
C -2.668 -3.315 -0.781  -0.0002
C 2.492 3.763 1.741  0.0897
C -1.726 2.119 6.121  -0.0089
C 0.913 1.105 -5.987  0.0000
C 1.224 -3.389 -4.787  0.0000
C -3.896 -1.593 0.968  0.0009
C 1.784 2.054 -0.086  -0.0034
C 1.343 2.934 1.137  -0.0092
C -3.185 2.182 5.693  -0.0015
C 1.346 -1.711 4.757  -0.0087
C 0.633 -2.663 5.656  -0.0072
C 0.912 0.888 -7.536  0.0000
C -2.540 -1.564 0.831  0.0003
C -0.208 -2.775 -6.759  0.0000
H -0.220 3.309 6.873  0.0024
H 2.247 4.219 2.740  -0.0112
H 2.076 -0.439 6.260  0.0021
H -2.288 0.326 7.110  0.0013
H 2.484 1.878 -4.655  0.0000
H 3.155 -1.813 -6.061  0.0000
H -0.118 0.742 -7.886  0.0000
H -0.301 2.260 -4.463  0.0000
H 3.409 3.141 1.883  -0.0225
H -3.844 2.450 6.627  0.0003
H -0.483 0.839 7.293  0.0037
H -1.648 1.602 8.303  0.0000
H -0.166 4.295 1.889  0.0006
H -1.328 -1.628 -4.180  0.0000
H 0.338 3.099 -5.969  0.0000
H -2.103 -3.869 -1.507  0.0002
H 2.299 -1.634 -7.625  0.0000
H 0.410 -3.526 -4.067  0.0000
H -3.456 1.171 5.323  -0.0002
H -0.349 -2.877 5.214  0.0003
H 2.365 -3.060 3.375  0.0006
H -1.871 -0.123 -4.992  0.0000
H 3.061 -1.927 6.189  0.0003
H -0.652 3.148 0.562  0.0014
H 0.268 4.534 0.217  -0.0004
H 3.106 0.561 -5.512  0.0000
H 0.021 -3.713 -7.278  0.0000
H 1.285 1.750 -8.120  0.0000
H -1.066 -0.057 -3.439  0.0000
H 2.825 4.621 1.160  0.0061
H -3.391 2.942 4.871  -0.0008
H -0.368 -1.994 -7.521  0.0000
H 0.748 -2.530 2.858  -0.0022
H -1.140 -2.865 -6.171  0.0000
H 0.885 1.632 -0.536  -0.0005
H -4.366 -0.929 1.639  -0.0002
H 2.388 2.606 -0.794  0.0037
H -5.683 -2.773 0.680  0.0000
H 1.434 -4.397 -5.323  0.0000
H -1.701 4.215 6.656  0.0002
H 2.218 -1.486 2.781  -0.0018
H 1.460 -0.022 -7.881  0.0000
H -0.821 -2.354 -0.073  0.0000
H 2.459 1.248 0.220  0.0003
H 2.786 2.072 -6.440  0.0000
H -1.070 2.024 -6.064  0.0000
H 0.548 -2.331 6.698  -0.0001
H 1.279 -3.604 5.612  0.0005
H 2.117 -3.121 -4.229  0.0000
H -0.727 3.785 5.296  -0.0032
H 2.697 -3.238 -7.041  0.0000
H 3.348 -0.801 4.966  0.0027